127
Properties=species:S:1:pos:R:3 method="wB97M-V/def2-TZVPD" total_charge=-1 e_tot_ev=-238888.1342 lumo_energy_ev=1.35 e_homo_ev=-9.675 spin_multiplicity=1 relative_energy_kcal_mol=183.87
As -1.497 -1.387 0.451
F -0.462 -0.023 1.136
F -2.350 -1.486 2.061
F -2.609 -2.681 -0.198
F -0.620 -1.209 -1.095
F -0.319 -2.641 0.995
F -2.613 -0.111 -0.077
O -6.481 1.544 6.699
S -7.010 0.454 5.868
O -8.190 -0.315 6.242
O -7.045 1.032 4.273
C -5.919 1.806 3.826
C -6.188 2.556 2.474
C -5.865 -0.946 5.733
H -5.030 1.176 3.794
H -5.800 2.607 4.556
H -5.252 3.060 2.234
H -6.945 3.318 2.661
H -6.581 1.842 1.749
H -4.893 -0.477 5.579
H -6.060 -1.617 4.897
H -5.837 -1.444 6.702
O -9.586 -7.360 1.299
S -8.826 -6.341 0.666
O -8.632 -6.236 -0.776
O -9.349 -4.897 1.273
C -8.811 -3.681 0.687
C -9.568 -2.492 1.227
C -7.185 -6.558 1.478
H -8.850 -3.680 -0.402
H -7.775 -3.572 1.009
H -9.232 -1.517 0.873
H -9.396 -2.576 2.300
H -10.629 -2.456 0.977
H -6.748 -7.544 1.317
H -7.459 -6.465 2.529
H -6.594 -5.683 1.210
O 0.070 4.981 -5.893
S -0.369 5.503 -4.656
O 0.291 6.617 -3.970
O -1.962 5.952 -4.804
C -2.462 6.830 -3.891
C -2.192 8.282 -4.180
C -0.603 4.078 -3.578
H -2.052 6.684 -2.891
H -3.494 6.600 -3.624
H -2.940 8.648 -4.884
H -1.265 8.494 -4.712
H -2.399 8.905 -3.310
H -1.426 4.437 -2.961
H 0.383 3.988 -3.123
H -0.890 3.167 -4.103
O 9.485 3.259 2.362
S 9.055 2.964 0.982
O 9.911 2.303 -0.019
O 7.586 2.085 1.039
C 6.396 2.571 1.532
C 5.693 1.300 1.892
C 8.430 4.564 0.350
H 5.939 3.305 0.869
H 6.594 2.971 2.527
H 5.400 0.773 0.984
H 4.717 1.582 2.286
H 6.298 0.713 2.584
H 9.292 5.117 -0.023
H 8.188 5.174 1.221
H 7.546 4.509 -0.285
O 5.990 -6.007 -1.509
S 5.461 -6.269 -2.822
O 6.325 -6.073 -4.005
O 4.955 -7.941 -2.794
C 5.510 -8.809 -3.760
C 6.592 -9.870 -3.294
C 3.778 -5.360 -3.004
H 5.971 -8.228 -4.558
H 4.696 -9.316 -4.279
H 5.979 -10.673 -2.886
H 7.288 -9.517 -2.533
H 7.216 -10.347 -4.050
H 3.980 -4.297 -2.870
H 3.176 -5.648 -2.141
H 3.390 -5.515 -4.011
O 5.662 -3.942 6.198
S 4.407 -4.724 6.259
O 4.358 -6.138 6.676
O 3.354 -3.942 7.275
C 2.305 -4.640 7.973
C 1.122 -3.657 8.070
C 3.488 -4.629 4.667
H 2.712 -4.879 8.956
H 1.917 -5.450 7.356
H 0.694 -3.554 7.073
H 1.474 -2.642 8.254
H 0.395 -3.967 8.821
H 4.269 -4.699 3.909
H 2.784 -3.797 4.693
H 2.967 -5.585 4.729
O -0.320 0.205 -12.950
S -0.387 0.765 -11.613
O -1.598 1.207 -11.046
O 0.271 -0.423 -10.565
C 0.245 -0.138 -9.200
C -0.299 -1.403 -8.354
C 0.930 2.026 -11.367
H -0.389 0.720 -8.978
H 1.214 0.220 -8.854
H 0.491 -2.153 -8.324
H -1.210 -1.858 -8.743
H -0.429 -1.150 -7.301
H 1.771 1.735 -11.995
H 1.041 2.091 -10.284
H 0.612 2.965 -11.819
O 0.068 8.339 4.635
S 1.288 7.557 4.821
O 1.472 6.645 5.990
O 1.708 6.898 3.381
C 1.071 5.684 3.017
C 0.000 5.927 1.944
C 2.663 8.769 4.920
H 0.748 5.065 3.853
H 1.913 5.153 2.574
H 0.387 6.466 1.080
H -0.889 6.388 2.374
H -0.325 4.940 1.613
H 3.609 8.262 5.106
H 2.481 9.476 5.729
H 2.632 9.383 4.019

=====

14
Properties=species:S:1:pos:R:3 method="wB97M-V/def2-TZVPD" total_charge=+1 e_tot_ev=-19079.4349 lumo_energy_ev=-3.78 e_homo_ev=-14.159 spin_multiplicity=1 relative_energy_kcal_mol=42.95
N 1.009 1.495 -0.767
C 0.003 0.465 -0.491
O -1.026 0.829 -1.644
N -0.652 0.542 0.734
C -0.712 -0.562 1.346
C 0.081 -1.785 0.964
S 0.673 -1.228 -0.770
H 0.678 1.883 -1.654
H 1.851 0.918 -0.973
H 1.093 2.278 -0.096
H -1.812 0.346 -1.414
H -1.467 -0.602 2.193
H 0.854 -1.950 1.674
H -0.576 -2.629 0.897

=====

36
Properties=species:S:1:pos:R:3 method="wB97M-V/def2-TZVPD" total_charge=+1 e_tot_ev=-84221.4457 lumo_energy_ev="-7.48 / -7.47" e_homo_ev="-11.704 / -11.708" spin_multiplicity=1
Re 0.666 -0.174 -0.443
O -4.426 -1.871 -3.385
C -3.353 -1.551 -2.682
C -2.610 -2.487 -1.939
C -1.498 -2.032 -1.280
N -1.101 -0.766 -1.389
C -1.900 0.165 -1.918
C -3.028 -0.182 -2.606
C -1.525 1.532 -1.394
O -2.034 2.557 -1.706
O -0.578 1.395 -0.432
C -0.742 -2.720 -0.167
O -0.861 -3.857 0.151
O 0.004 -1.800 0.488
H -4.612 -2.819 -3.365
H -2.920 -3.517 -1.821
H -3.683 0.572 -3.020
S 2.787 -1.133 -4.987
Sb 3.183 -0.311 -2.992
S 1.400 1.147 -2.177
S 2.082 -1.716 -1.238
S 5.113 0.387 -2.025
C 1.193 3.039 2.227
Si 1.412 1.242 2.605
C 3.054 0.782 3.320
C -0.046 0.444 3.423
O 1.453 0.479 1.001
H 1.099 3.596 3.162
H 0.291 3.216 1.640
H 2.045 3.447 1.682
H 3.150 1.213 4.319
H 3.876 1.164 2.714
H 3.163 -0.299 3.413
H -0.125 0.800 4.453
H 0.048 -0.643 3.454
H -0.978 0.700 2.915

=====

13
Properties=species:S:1:pos:R:3 method="wB97M-V/def2-TZVPD" total_charge=-1 e_tot_ev=-12881.7235 lumo_energy_ev=3.80 e_homo_ev=-4.650 spin_multiplicity=1 relative_energy_kcal_mol=46.13
C -0.746 -2.092 0.281
C -1.679 -0.050 -0.824
C -0.872 -0.791 -0.102
C 1.726 0.459 -0.256
C 0.683 0.444 0.891
N -0.598 -3.163 0.698
O 1.604 1.534 -0.902
O 2.517 -0.462 -0.401
O 0.117 1.643 0.980
H -1.524 1.015 -0.887
H -2.527 -0.446 -1.376
H 0.777 -0.134 1.796
H 0.523 2.043 0.103

=====

13
Properties=species:S:1:pos:R:3 method="wB97M-V/def2-TZVPD" s2=2.01 total_charge=+1 e_tot_ev=-12197.0275 lumo_energy_ev="-3.55 / -8.00" e_homo_ev="-10.902 / -15.130" spin_multiplicity=3 relative_energy_kcal_mol=0.00
C -0.070 -2.903 -0.212
C -0.421 -0.428 0.148
N 0.263 -1.746 -0.195
N 1.555 0.801 -0.317
N 0.222 0.726 0.130
N -0.506 1.879 0.243
O -0.052 -4.028 -0.280
O -1.714 -0.589 0.250
H 2.008 -0.083 -0.320
H 2.001 1.550 0.112
H -1.062 2.064 -0.588
H -2.286 0.065 0.745
H 0.063 2.692 0.285

=====

65
Properties=species:S:1:pos:R:3 method="wB97M-V/def2-TZVPD" total_charge=+1 e_tot_ev=-63772.6302 lumo_energy_ev=-4.22 e_homo_ev=-11.877 spin_multiplicity=1
O 4.930 -2.426 0.925
N 5.026 -1.565 -0.169
C 4.346 -0.251 0.098
O 3.049 -0.388 0.599
C 2.204 -1.025 -0.250
F 2.317 -0.622 -1.513
F 2.341 -2.358 -0.233
F 0.980 -0.767 0.120
H 4.639 -3.285 0.567
H 6.026 -1.384 -0.344
H 4.660 -2.018 -1.020
H 4.421 0.412 -0.780
H 4.933 0.241 0.888
O -4.494 -2.300 -2.447
P -3.492 -3.417 -2.428
O -2.630 -3.053 -3.797
C -2.229 -1.719 -4.075
C -0.948 -1.337 -3.356
O -4.428 -4.637 -2.991
C -5.853 -4.513 -3.013
C -6.338 -3.921 -4.324
O -2.433 -4.585 -1.928
C -1.053 -4.670 -2.229
C -0.207 -3.988 -1.167
H -3.018 -1.004 -3.837
H -2.065 -1.663 -5.153
H -1.096 -1.342 -2.273
H -0.624 -0.337 -3.650
H -0.142 -2.037 -3.589
H -6.200 -3.929 -2.162
H -6.265 -5.516 -2.892
H -5.745 -3.063 -4.636
H -7.383 -3.620 -4.246
H -6.254 -4.662 -5.122
H -0.815 -4.313 -3.229
H -0.811 -5.735 -2.237
H -0.596 -3.000 -0.917
H 0.827 -3.894 -1.503
H -0.214 -4.572 -0.245
O 2.930 3.933 3.290
P 1.494 4.307 3.529
O 0.798 3.621 2.187
C 1.156 2.316 1.775
C 0.401 1.233 2.522
O 1.536 5.875 3.059
C 2.781 6.562 2.915
C 3.331 6.425 1.507
O 0.057 4.654 4.251
C -1.182 3.981 4.074
C -1.374 2.882 5.105
H 2.233 2.150 1.867
H 0.914 2.250 0.711
H 0.655 1.243 3.584
H 0.648 0.251 2.125
H -0.677 1.371 2.436
H 3.498 6.213 3.657
H 2.596 7.615 3.132
H 3.262 5.404 1.132
H 4.372 6.749 1.467
H 2.754 7.046 0.818
H -1.322 3.616 3.059
H -1.957 4.736 4.221
H -0.484 2.258 5.196
H -2.228 2.255 4.845
H -1.558 3.315 6.090

=====

51
Properties=species:S:1:pos:R:3 method="wB97M-V/def2-TZVPD" e_tot_ev=-40972.1584 lumo_energy_ev=-0.28 e_homo_ev=-8.353 spin_multiplicity=1 relative_energy_kcal_mol=416.14
O 1.832 2.756 0.034
C 1.807 1.602 -0.445
N 2.649 0.720 -0.085
H 2.550 -0.317 -0.516
C 3.691 0.716 0.581
C 4.738 -0.100 0.371
N 4.399 -1.123 -0.351
C 5.422 -1.808 -1.020
C 6.701 -1.704 -0.560
C 7.115 -0.749 0.403
C 6.023 0.370 0.832
H 6.186 1.078 1.392
H 8.109 -0.769 0.663
H 7.521 -2.343 -0.765
H 5.122 -2.624 -1.708
H 3.380 0.699 1.925
H 3.975 1.785 0.665
C 0.501 1.165 -1.336
C -0.602 2.163 -1.163
C -1.356 1.634 0.332
N -1.721 0.176 0.035
S -2.813 -0.278 1.515
O -2.161 -1.479 1.934
O -3.032 0.757 2.429
N -4.126 -0.591 0.391
C -4.868 0.350 0.157
C -4.639 0.521 -1.286
C -4.729 -0.369 -2.205
C -3.897 -1.649 -1.552
C -4.110 -1.976 -0.134
H -3.412 -2.522 0.173
H -5.176 -2.404 -0.264
H -3.876 -2.478 -2.246
H -2.813 -1.378 -1.748
H -4.559 -0.341 -3.204
H -5.751 -0.701 -2.111
H -5.319 1.486 -1.781
H -3.637 1.120 -1.080
H -4.791 1.206 0.861
H -6.113 0.143 0.355
C -0.425 -0.724 0.061
C 0.000 -0.185 -1.189
H 0.888 -0.955 -1.607
H -0.640 -0.544 -2.201
H -0.940 -1.625 -0.181
H 0.372 -0.592 0.710
H -2.155 2.030 0.482
H -0.485 1.613 1.074
H -0.394 3.196 -1.103
H -1.563 2.026 -1.859
H 0.935 1.549 -2.460

=====

16
Properties=species:S:1:pos:R:3 method="wB97M-V/def2-TZVPD" e_tot_ev=-4341.9783 lumo_energy_ev=1.11 e_homo_ev=-11.493 spin_multiplicity=1 relative_energy_kcal_mol=12.68
C 0.776 1.140 0.420
C 1.107 2.340 1.338
H 0.874 0.123 0.799
H -0.138 1.318 -0.146
H 1.645 1.143 -0.268
H 0.794 3.239 0.816
H 0.525 2.264 2.261
H 2.182 2.307 1.516
C -0.343 -1.684 -1.238
C -1.555 -1.816 -0.328
H 0.247 -0.770 -1.088
H 0.340 -2.508 -1.384
H -0.658 -1.592 -2.301
H -2.185 -2.696 -0.487
H -2.311 -1.075 -0.635
H -1.301 -1.733 0.727